ORCA calculation (ωB97M-V/def2-TZVPD) on C24H65N5O9 as an isolated structure in a non-equilibrium geometry.

```
103
Properties=species:S:1:pos:R:3:forces:R:3
H 28.145 9.267 44.358 1.763 -0.091 -0.200
C 29.409 1.824 42.876 7.265 0.161 3.461
C 32.301 10.384 38.271 -3.521 3.324 2.927
C 25.713 12.142 37.158 -0.860 -0.108 3.845
H 34.767 7.163 41.487 0.506 0.568 -2.432
H 26.077 13.151 37.514 -0.964 -0.556 -0.937
H 31.083 6.311 42.127 1.951 0.895 4.402
H 30.729 11.841 37.238 1.964 8.809 3.905
C 29.972 13.609 40.420 -2.954 -0.898 0.897
H 25.499 12.080 36.079 0.286 -0.160 0.475
O 31.504 10.120 37.110 3.281 -2.196 0.797
H 33.155 9.815 38.557 0.342 -1.244 -0.859
H 31.258 6.015 40.650 2.048 -0.772 -3.389
H 29.193 10.342 38.407 -0.168 -0.259 2.423
C 29.053 10.587 37.415 2.659 2.150 -2.401
H 29.218 8.935 40.454 1.783 -0.974 0.446
H 32.802 14.285 37.558 -0.542 1.271 0.038
C 30.540 6.001 41.359 -5.602 -0.260 -0.070
C 30.529 11.024 36.871 -4.934 -7.316 -3.610
H 33.800 13.373 43.257 -2.205 -0.573 0.355
C 34.729 7.108 42.519 -0.001 -2.695 2.148
H 28.503 11.750 41.563 -0.561 -3.593 -2.723
O 27.951 11.448 44.314 -1.145 -3.539 -1.069
H 30.883 8.127 40.191 0.867 1.025 -0.567
H 35.246 9.904 43.950 0.049 0.554 0.241
H 23.294 13.322 37.924 0.425 6.564 2.032
H 31.953 13.206 43.451 1.203 0.044 -0.388
H 31.385 3.729 41.086 1.693 0.176 -1.057
O 31.013 14.580 38.539 1.370 0.432 0.946
H 28.724 9.761 36.882 -0.139 -2.315 -0.827
H 34.609 11.962 40.062 1.278 -0.450 -1.655
H 28.419 0.083 40.816 0.850 0.208 4.138
H 33.593 7.137 42.712 1.530 -0.501 0.436
H 31.606 10.522 41.749 -1.973 -2.399 0.179
H 23.268 12.574 36.299 0.486 -0.179 2.107
H 26.932 11.451 38.914 -0.512 -0.517 -1.987
H 28.024 12.968 42.269 0.592 0.570 1.234
H 31.484 14.912 40.579 1.052 -0.597 -1.036
H 29.715 2.253 44.019 -0.206 -0.874 -3.279
C 30.420 2.230 41.779 1.044 -1.321 -1.375
H 30.910 12.378 41.728 -0.874 0.600 0.156
N 28.082 11.629 37.140 0.612 0.189 -1.052
H 29.761 12.470 44.400 -1.325 -1.683 -2.375
H 30.486 11.119 35.788 -0.321 0.172 -0.276
H 37.227 15.654 40.600 1.382 -0.649 1.604
H 35.248 9.462 40.943 -0.068 -0.443 -1.011
O 24.426 11.771 37.944 4.838 -0.824 -1.575
H 32.690 11.505 38.357 -0.916 -1.987 -0.615
H 33.816 11.368 41.890 1.884 -0.766 -0.673
C 35.437 12.193 40.748 -0.639 -1.909 -0.564
H 33.051 13.574 44.750 -0.388 -1.090 -0.990
H 28.925 4.609 42.438 1.983 0.837 -2.429
C 31.281 14.089 39.822 -0.368 -0.908 2.292
C 30.106 8.322 40.899 -2.754 -0.202 -1.154
H 26.548 10.202 37.572 -0.022 -0.588 0.300
C 34.933 9.371 43.068 -1.941 0.874 -1.344
H 31.510 10.305 39.202 2.184 0.257 -1.792
H 29.604 12.755 39.811 -0.197 0.610 -0.306
C 35.393 13.685 40.773 -0.975 1.238 5.179
H 36.515 11.812 40.621 -1.729 0.740 -0.783
H 34.361 14.124 40.867 0.152 -0.865 0.198
H 29.722 10.863 43.621 2.619 -3.771 -0.336
N 30.808 3.594 41.863 -1.651 2.852 0.879
C 23.396 12.477 37.472 4.173 0.035 -7.209
C 28.502 -0.117 42.136 -5.171 -3.784 -2.653
N 34.919 11.365 41.867 -0.885 2.663 0.816
H 35.341 6.072 42.764 -2.139 2.467 -0.244
C 36.370 15.637 40.002 -2.029 -1.742 2.662
H 29.111 14.372 40.582 1.553 -0.717 -1.228
H 27.206 9.779 43.003 0.409 0.481 -2.763
H 27.386 -0.018 42.577 1.893 0.216 -1.506
C 32.184 15.179 37.919 -10.146 -13.473 -8.797
H 36.688 16.240 39.269 0.442 1.415 -3.946
H 36.444 10.086 42.072 4.014 0.190 -0.192
H 31.412 1.733 41.955 -1.117 -0.280 -0.012
H 30.178 1.959 40.618 -0.347 0.150 2.647
N 30.098 13.076 41.789 1.907 -1.321 0.643
H 28.545 -1.310 42.142 0.739 2.555 0.236
H 33.090 12.042 43.892 -0.281 -0.028 0.078
O 35.404 8.113 43.204 0.938 -2.299 0.602
O 32.248 11.164 41.687 1.895 2.774 0.304
C 29.751 4.685 41.550 0.760 -1.995 1.851
C 27.505 10.025 43.962 3.103 2.501 0.915
C 28.916 12.306 42.290 1.097 4.346 0.343
H 31.689 15.655 37.139 -0.057 1.014 -1.863
H 26.707 9.647 44.415 -4.200 0.153 2.952
H 31.995 13.115 39.924 -1.023 2.461 -0.496
C 35.478 10.045 41.804 -3.555 0.514 2.277
C 26.803 11.232 37.778 0.157 1.681 -0.869
H 29.383 4.386 40.569 -0.963 0.312 0.058
C 29.171 11.684 43.613 -1.630 5.557 3.211
H 33.818 9.389 42.965 0.423 -0.017 0.451
H 30.407 8.884 41.782 0.313 -0.536 0.408
H 35.606 16.187 40.547 -0.378 0.025 0.111
H 28.132 11.716 36.055 -1.073 -0.146 2.535
H 22.616 12.127 37.821 -7.952 -4.709 2.726
H 35.858 13.957 41.858 -0.235 -0.016 -2.127
H 32.704 15.689 38.349 9.946 10.542 9.757
N 32.933 13.057 43.837 1.395 1.294 0.160
O 29.555 7.010 41.075 -0.086 0.201 0.695
O 35.930 14.314 39.703 1.955 1.063 -1.735
H 28.582 2.263 42.714 -6.568 2.905 -1.360
O 29.311 0.481 43.040 1.236 -1.499 -0.343
```
Positions in Å, forces in eV/Å.

- HOMO: -7.97 eV
- Energy relative to the best compared isomer or geometry (same formula, charge and spin): 106.44 kcal/mol

Atomic partial charges in e from the Mulliken method, atoms 1 to 2:
1. H 0.3621
2. C -0.5565